# 1
{
  "formula": "C5H9N2O",
  "method": "wB97M-V/def2-TZVPD",
  "homo_lumo_gap_ev": 8.60,
  "charge": 1,
  "multiplicity": 1,
  "homo_energy_ev": -12.818,
  "elements": ["O", "N", "N", "C", "C", "C", "C", "C", "H", "H", "H", "H", "H", "H", "H", "H", "H"],
  "coordinates": [[-0.076, -1.448, 0.416], [-0.352, 1.901, -0.852], [-1.477, -0.068, -1.321], [-0.151, 0.500, -0.991], [1.088, 0.282, 1.225], [0.307, -0.136, 0.190], [1.259, -0.792, 2.069], [0.544, -1.851, 1.564], [0.191, -2.807, 1.919], [-2.028, 0.487, -1.937], [-0.593, 2.227, -1.781], [2.065, -0.658, 2.811], [-1.500, -1.000, -1.496], [1.757, 1.040, 1.389], [-2.143, -0.037, -0.415], [0.445, 2.232, -0.298], [0.664, 0.128, -2.491]]
}

=====

# 2
{
  "formula": "C5H9N2O2",
  "method": "wB97M-V/def2-TZVPD",
  "homo_lumo_gap_ev": [7.95, 7.94],
  "charge": 1,
  "multiplicity": 1,
  "homo_energy_ev": [-11.125, -11.125],
  "elements": ["O", "O", "N", "N", "C", "C", "C", "C", "C", "H", "H", "H", "H", "H", "H", "H", "H", "H"],
  "coordinates": [[-1.352, -1.439, 0.287], [-3.021, -0.150, -0.502], [0.742, 0.556, -0.139], [2.479, -0.614, 0.472], [-2.094, -0.356, 0.422], [2.268, -0.883, -0.839], [-0.375, 1.340, -0.109], [1.180, -0.161, -1.225], [1.544, 0.259, 0.888], [0.714, -0.080, -2.186], [-0.747, 1.680, -1.056], [1.471, 0.672, 1.870], [2.887, -1.547, -1.405], [-0.478, 1.988, 0.741], [-1.496, -1.842, -0.588], [3.207, -1.007, 1.048], [-2.211, -0.003, 1.439], [-3.668, 0.533, -0.282]]
}

=====

# 3
{
  "formula": "C5H9N2O2S",
  "method": "wB97M-V/def2-TZVPD",
  "homo_lumo_gap_ev": 9.33,
  "charge": 1,
  "multiplicity": 1,
  "homo_energy_ev": -13.622,
  "elements": ["S", "O", "O", "N", "N", "C", "C", "C", "C", "C", "H", "H", "H", "H", "H", "H", "H", "H", "H"],
  "coordinates": [[-4.055, 0.687, 0.289], [-1.221, -1.009, 0.151], [-3.662, -0.743, 0.637], [0.723, 0.168, 0.196], [1.684, -1.179, -1.444], [2.942, -0.742, 0.565], [-1.225, 1.436, 0.282], [-0.609, 0.075, 0.163], [-2.689, 1.619, 0.193], [1.679, -0.567, -0.300], [2.799, -1.387, 1.395], [0.879, -1.248, -1.978], [-2.176, -0.967, 0.317], [-0.917, 1.943, 1.117], [-2.905, 2.636, 0.014], [2.584, -1.702, -1.740], [-0.649, 1.946, -0.505], [3.319, 0.227, 0.885], [3.499, -1.195, -0.235]]
}

=====

# 4
{
  "formula": "C5H9N2O3S",
  "method": "wB97M-V/def2-TZVPD",
  "homo_lumo_gap_ev": 9.40,
  "charge": 1,
  "multiplicity": 1,
  "homo_energy_ev": -13.978,
  "elements": ["S", "O", "O", "O", "N", "N", "C", "C", "C", "C", "C", "H", "H", "H", "H", "H", "H", "H", "H", "H"],
  "coordinates": [[1.849, 2.030, -0.167], [2.990, 2.601, -1.153], [0.598, 2.259, -0.851], [2.119, -1.957, -0.955], [2.326, 0.195, -0.249], [-1.642, -0.731, -0.519], [0.365, -1.244, 0.454], [-0.268, -0.078, 1.194], [1.680, -1.003, -0.368], [-1.362, 0.483, 0.251], [-0.784, -1.664, -0.377], [-0.852, 1.298, -0.261], [3.116, 2.149, -2.004], [-2.224, 0.649, 0.892], [3.307, 0.227, -0.445], [0.639, -2.212, 1.145], [-0.881, -2.667, -0.872], [-2.461, -0.861, -1.070], [0.301, 0.695, 1.529], [-0.822, -0.403, 1.971]]
}

=====

# 5
{
  "formula": "C5H9N2O4PS",
  "method": "wB97M-V/def2-TZVPD",
  "homo_lumo_gap_ev": 9.55,
  "charge": 0,
  "multiplicity": 1,
  "smiles": "CC1(C)C(=O)NC(=O)N1P(O)(O)=S",
  "homo_energy_ev": -9.134,
  "elements": ["S", "P", "O", "O", "O", "O", "N", "N", "C", "C", "C", "C", "C", "H", "H", "H", "H", "H", "H", "H", "H", "H"],
  "coordinates": [[-1.639, 1.233, -2.637], [-0.105, 0.111, -2.213], [-0.380, -1.512, -2.316], [1.496, 2.207, -1.188], [1.291, 0.118, -2.920], [0.834, 0.351, 3.014], [0.308, 0.369, -0.540], [1.386, 1.494, 1.060], [-0.017, -1.798, 0.982], [-1.519, 0.102, 1.203], [-0.084, -0.306, 0.912], [1.167, 1.426, -0.317], [0.842, 0.476, 1.830], [1.532, 0.951, -3.436], [-1.606, 1.119, 1.555], [1.652, 2.331, 1.550], [-2.213, -0.139, 0.439], [-0.918, -2.128, 0.676], [0.736, -2.230, 0.282], [0.260, -2.057, 2.000], [-1.224, -1.592, -1.938], [-1.799, -0.527, 2.001]]
}

=====

# 6
{
  "formula": "C5H9N2OS",
  "method": "wB97M-V/def2-TZVPD",
  "homo_lumo_gap_ev": [6.70, 7.33],
  "charge": 1,
  "multiplicity": 1,
  "homo_energy_ev": [-11.899, -12.454],
  "elements": ["S", "O", "N", "N", "C", "C", "C", "C", "C", "H", "H", "H", "H", "H", "H", "H", "H", "H"],
  "coordinates": [[0.543, -1.270, 0.530], [-0.570, -2.295, 0.955], [-2.264, -0.862, 0.094], [-0.175, 0.882, -1.092], [0.794, -0.283, 2.058], [-0.450, -0.164, -0.375], [-1.953, -2.131, 0.466], [1.318, 2.437, -2.104], [1.100, 1.384, -1.324], [-2.601, -2.401, 1.320], [-0.955, 1.351, -1.556], [-2.072, -2.894, -0.327], [1.842, -0.006, 2.108], [1.897, 0.826, -0.853], [0.519, 2.977, -2.574], [0.549, -0.932, 2.896], [0.162, 0.600, 2.074], [2.317, 2.781, -2.297]]
}

=====

# 7
{
  "formula": "C5H9N2P",
  "method": "wB97M-V/def2-TZVPD",
  "homo_lumo_gap_ev": 9.14,
  "charge": 0,
  "multiplicity": 1,
  "homo_energy_ev": -8.191,
  "elements": ["P", "N", "N", "C", "C", "C", "C", "C", "H", "H", "H", "H", "H", "H", "H", "H", "H"],
  "coordinates": [[1.826, 1.738, 0.112], [2.984, -0.706, -0.054], [3.073, 0.603, 0.035], [-1.408, 2.231, -0.025], [-0.896, 0.813, -0.191], [1.243, -2.514, -0.220], [1.782, -1.154, -0.123], [0.558, 0.662, 0.142], [0.817, -2.786, 0.719], [-2.341, 2.367, -0.332], [-1.215, 0.591, -1.152], [0.531, -2.376, -1.044], [-1.193, 2.711, 0.917], [3.982, 0.950, -0.182], [2.015, -3.230, -0.440], [-1.386, 0.018, 0.529], [-0.918, 2.680, -0.783]]
}

=====

# 8
{
  "formula": "C5H9N2S",
  "method": "wB97M-V/def2-TZVPD",
  "homo_lumo_gap_ev": [7.66, 7.66],
  "charge": 1,
  "multiplicity": 1,
  "homo_energy_ev": [-11.692, -11.692],
  "elements": ["S", "N", "N", "C", "C", "C", "C", "C", "H", "H", "H", "H", "H", "H", "H", "H", "H"],
  "coordinates": [[-1.660, 0.277, 0.227], [-0.477, -1.185, 2.608], [0.763, 1.467, -0.605], [0.296, 0.125, -2.749], [0.758, 0.210, -1.340], [-1.641, -0.532, 2.176], [-0.127, 0.343, -0.216], [0.644, -1.486, 2.680], [0.439, 2.385, -0.878], [-2.398, -1.299, 2.211], [-1.874, 0.092, 3.118], [1.588, 1.617, 0.022], [-0.768, 0.553, -2.829], [1.681, -0.308, -1.188], [1.605, -1.828, 2.978], [0.073, -0.995, -2.857], [1.098, 0.565, -3.358]]
}

=====

# 9
{
  "formula": "C5H9N3",
  "method": "wB97M-V/def2-TZVPD",
  "homo_lumo_gap_ev": 9.48,
  "charge": 0,
  "multiplicity": 1,
  "smiles": "NCCc1c[nH]cn1",
  "homo_energy_ev": -8.544,
  "elements": ["N", "N", "N", "C", "C", "C", "C", "C", "H", "H", "H", "H", "H", "H", "H", "H", "H"],
  "coordinates": [[-1.257, -2.142, -0.722], [-0.850, -0.161, -1.560], [0.316, 1.365, 1.904], [0.049, -0.406, -0.566], [-0.199, -1.647, -0.032], [-1.632, -1.204, -1.633], [1.197, 0.460, -0.207], [0.847, 1.718, 0.564], [-0.659, 1.097, 1.852], [-2.516, -1.303, -2.235], [-1.619, -3.063, -0.576], [1.784, 0.738, -1.092], [1.734, 2.315, 0.771], [1.921, -0.104, 0.366], [0.402, -2.192, 0.670], [0.345, 2.197, 2.482], [0.139, 2.332, 0.013]]
}

=====

# 10
{
  "formula": "C5H9N3",
  "method": "wB97M-V/def2-TZVPD",
  "homo_lumo_gap_ev": 7.25,
  "charge": 0,
  "multiplicity": 1,
  "homo_energy_ev": -7.551,
  "elements": ["N", "N", "N", "C", "C", "C", "C", "C", "H", "H", "H", "H", "H", "H", "H", "H", "H"],
  "coordinates": [[1.365, 0.003, 1.042], [-0.030, -1.831, 1.562], [-0.797, 2.099, 0.172], [-0.878, 1.365, -1.065], [0.389, 0.457, -1.235], [-0.438, -1.415, 0.233], [0.523, -0.409, 0.020], [1.252, -1.292, 1.531], [-1.653, 0.588, -1.031], [-0.586, -2.153, -0.548], [2.164, -1.851, 1.270], [0.191, -0.231, -2.053], [-0.997, 1.996, -1.947], [1.265, 1.091, -1.309], [0.050, -2.754, 1.951], [-1.643, 2.521, 0.502], [-0.176, 1.816, 0.905]]
}

=====

# 11
{
  "formula": "C5H9N3",
  "method": "wB97M-V/def2-TZVPD",
  "homo_lumo_gap_ev": 9.21,
  "charge": 0,
  "multiplicity": 1,
  "homo_energy_ev": -8.211,
  "elements": ["N", "N", "N", "C", "C", "C", "C", "C", "H", "H", "H", "H", "H", "H", "H", "H", "H"],
  "coordinates": [[0.949, 1.273, -0.354], [1.665, 0.184, 0.166], [-0.472, -0.140, 1.183], [-1.694, -0.874, -0.507], [-1.448, 0.557, 0.215], [1.368, -1.343, -0.195], [-0.248, -1.069, -0.019], [-0.280, 1.497, -0.380], [-0.140, -0.498, -0.922], [1.543, -1.671, -1.257], [2.745, 0.362, 0.013], [-2.324, 1.065, 0.630], [0.305, 0.536, 1.608], [-2.504, -1.323, -0.048], [1.687, -1.902, 0.641], [-0.476, 2.458, -0.749], [-2.015, -0.854, -1.570]]
}

=====

# 12
{
  "formula": "C5H9N3",
  "method": "wB97M-V/def2-TZVPD",
  "homo_lumo_gap_ev": 9.81,
  "charge": 0,
  "multiplicity": 1,
  "homo_energy_ev": -8.865,
  "elements": ["N", "N", "N", "C", "C", "C", "C", "C", "H", "H", "H", "H", "H", "H", "H", "H", "H"],
  "coordinates": [[1.790, 0.624, 0.463], [-1.430, 1.173, -0.348], [2.988, 0.279, -0.203], [-1.302, -0.555, 0.936], [-0.620, 0.813, 0.734], [0.647, 0.396, 0.112], [0.018, -0.448, -1.017], [-1.421, -0.252, -0.490], [3.745, -0.047, 0.600], [2.897, -0.525, -0.953], [-2.190, -0.576, 1.587], [0.308, -1.525, -0.944], [-2.306, 1.279, 0.137], [0.182, -0.037, -2.061], [-0.414, 1.553, 1.429], [-2.082, -0.637, -1.211], [-0.809, -1.515, 1.228]]
}

=====

# 13
{
  "formula": "C5H9N3",
  "method": "wB97M-V/def2-TZVPD",
  "homo_lumo_gap_ev": [7.15, 6.94],
  "charge": 0,
  "multiplicity": 1,
  "homo_energy_ev": [-6.667, -6.474],
  "elements": ["N", "N", "N", "C", "C", "C", "C", "C", "H", "H", "H", "H", "H", "H", "H", "H", "H"],
  "coordinates": [[-0.548, -1.575, -0.015], [0.665, -1.392, 0.251], [-1.471, -0.566, 0.005], [3.686, 0.442, -0.092], [-1.006, 0.717, -0.514], [1.812, -1.121, -0.001], [-2.801, -1.032, -0.246], [3.126, -0.797, -0.295], [-3.484, -0.647, 0.441], [0.001, 0.932, -0.123], [-1.744, 1.599, -0.384], [2.972, 1.196, 0.194], [4.810, 0.456, -0.019], [-2.960, -2.050, -0.225], [3.754, -1.647, -0.501], [-3.275, -0.597, -1.146], [-0.820, 0.505, -1.666]]
}

=====

# 14
{
  "formula": "C5H9N3",
  "method": "wB97M-V/def2-TZVPD",
  "homo_lumo_gap_ev": 8.34,
  "charge": 0,
  "multiplicity": 1,
  "homo_energy_ev": -7.756,
  "elements": ["N", "N", "N", "C", "C", "C", "C", "C", "H", "H", "H", "H", "H", "H", "H", "H", "H"],
  "coordinates": [[1.373, -0.297, -0.015], [1.848, -0.704, 1.227], [-0.921, -1.727, -1.179], [2.108, 0.870, -0.466], [-0.858, -0.649, -0.433], [-3.619, 1.090, 0.394], [-2.645, 0.412, 0.121], [-0.380, 0.331, 0.186], [1.428, -1.589, 1.483], [3.165, 0.610, -0.566], [1.727, 1.170, -1.441], [-0.354, 1.190, 0.822], [-4.392, 1.754, 0.692], [-1.417, -2.542, -0.850], [-0.802, -1.624, -2.178], [1.703, -0.021, 1.976], [2.037, 1.727, 0.226]]
}

=====

# 15
{
  "formula": "C5H9N3",
  "method": "wB97M-V/def2-TZVPD",
  "homo_lumo_gap_ev": [7.93, 7.93],
  "charge": 0,
  "multiplicity": 1,
  "homo_energy_ev": [-7.315, -7.316],
  "elements": ["N", "N", "N", "C", "C", "C", "C", "C", "H", "H", "H", "H", "H", "H", "H", "H", "H"],
  "coordinates": [[3.721, 0.115, -1.520], [0.708, 1.727, -0.599], [-0.466, -2.053, -0.217], [1.249, 0.565, -1.290], [-0.486, 1.253, 0.158], [-0.255, 0.038, 1.050], [0.373, -1.035, 0.211], [2.601, 0.329, -1.525], [1.386, -1.402, 0.473], [-0.112, -2.624, -0.963], [-0.880, 2.056, 0.697], [-1.242, -0.077, 1.372], [0.671, 0.381, -2.206], [-1.493, -2.085, -0.070], [0.411, 0.262, 1.932], [-1.176, 0.829, -0.620], [1.459, 2.243, -0.144]]
}

=====

Record order is preserved below.
Maximum force: 5.70, 3.27, 4.03, 3.60, 4.13, 5.36, 4.92, 3.89, 1.10, 5.12, 4.43, 5.18, 2.92, 6.33, 3.51 eV/A